{
  "formula": "C35H33BN4O5S7Ti",
  "method": "ωB97M-V with the def2-TZVPD basis set",
  "species": ["Ti", "N", "C", "C", "C", "C", "C", "C", "S", "N", "C", "C", "C", "C", "C", "C", "N", "H", "H", "H", "H", "H", "H", "H", "H", "H", "S", "C", "S", "C", "C", "S", "S", "S", "C", "N", "C", "C", "O", "H", "H", "H", "H", "H", "H", "H", "O", "C", "O", "C", "C", "C", "C", "S", "C", "C", "H", "H", "H", "H", "H", "C", "C", "C", "C", "C", "C", "C", "C", "O", "B", "O", "C", "C", "H", "H", "H", "H", "H", "H", "H", "H", "H", "H", "H", "H"],
  "xyz": [[0.16580, -0.24410, 0.10230], [-1.78370, -0.40020, 3.77830], [-0.88000, -0.26320, 4.81450], [-1.29030, 0.16820, 6.07460], [-0.38840, 0.26150, 7.11880], [0.95260, -0.02820, 6.91510], [1.37960, -0.45600, 5.66790], [0.47190, -0.60630, 4.63520], [0.92720, -1.31990, 3.07900], [-0.14180, -0.53070, 2.03770], [-1.41190, -0.35380, 2.42350], [-2.34740, -0.09270, 1.40790], [-3.74410, 0.05450, 1.59860], [-4.56310, 0.26590, 0.52160], [-3.98670, 0.39330, -0.75520], [-2.61810, 0.26670, -0.87760], [-1.79650, 0.00090, 0.13870], [-2.69790, -0.01760, 3.97310], [-2.33000, 0.42280, 6.23290], [-0.73320, 0.57510, 8.09430], [1.65980, 0.07870, 7.72540], [2.41840, -0.68940, 5.49010], [-4.16170, -0.02350, 2.59400], [-5.63640, 0.32570, 0.64790], [-4.59980, 0.58500, -1.62280], [-2.14080, 0.38110, -1.84880], [1.25380, 7.56020, 2.22140], [1.34740, 5.94050, 1.92080], [2.60440, 4.91270, 2.52590], [2.04960, 3.36620, 1.81910], [0.89730, 3.46990, 1.08770], [-0.00970, 2.28560, 0.25310], [0.19600, 5.08610, 0.96130], [2.95880, 1.97920, 2.11620], [5.45320, -0.20990, 0.60250], [4.17820, -0.32560, -0.06110], [3.95740, 0.55040, -1.19200], [3.08580, -0.61840, 0.69690], [1.91580, -0.46620, 0.29950], [6.24990, -0.37840, -0.12330], [5.52110, -0.96630, 1.38360], [5.57340, 0.77820, 1.05810], [4.79780, 0.46630, -1.87720], [3.84110, 1.58870, -0.86470], [3.04040, 0.24370, -1.70080], [3.29650, -1.14190, 1.63610], [-0.02020, -1.46600, -8.81550], [-0.26820, -0.24240, -8.23350], [-0.60590, 0.66800, -8.96550], [-0.09650, -0.13610, -6.79480], [-0.21460, 1.14870, -6.22790], [-0.04180, 1.35610, -4.89050], [0.25150, 0.28980, -4.01650], [0.57710, 0.63630, -2.36580], [0.32870, -1.00040, -4.56990], [0.17560, -1.20550, -5.91880], [0.26680, -2.09380, -8.14300], [-0.43800, 1.96810, -6.89590], [-0.12110, 2.34540, -4.46830], [0.52510, -1.82910, -3.90220], [0.25830, -2.22360, -6.29170], [2.68770, -8.18140, 0.29400], [1.39960, -8.12790, -0.53980], [1.74580, -8.20350, -2.03450], [0.54320, -9.34900, -0.18730], [0.68180, -6.81020, -0.27490], [-0.59290, -6.75100, 0.27620], [-1.26060, -5.55010, 0.48960], [-0.62290, -4.38820, 0.11570], [-1.03210, -3.10810, 0.17690], [0.00440, -2.30490, -0.36390], [1.05870, -3.17410, -0.72610], [0.66690, -4.43000, -0.43850], [1.33070, -5.62270, -0.62370], [3.23700, -9.10020, 0.09040], [2.44890, -8.14600, 1.35520], [3.33280, -7.33780, 0.06610], [2.25620, -9.13840, -2.26240], [2.39130, -7.38110, -2.32810], [0.83660, -8.14720, -2.62990], [1.08420, -10.26270, -0.43110], [-0.38560, -9.34520, -0.75360], [0.31020, -9.36740, 0.87530], [-1.10370, -7.65790, 0.55620], [-2.24610, -5.52720, 0.92880], [2.32870, -5.62290, -1.03360]],
  "e_tot_ha": -5610.5931,
  "relative_energy_kj_mol": 162.08,
  "total_charge": -2,
  "lumo_energy_ev": [3.37, 3.37]
}



{
  "formula": "C35H33BrF21N2O7",
  "method": "ωB97M-V with the def2-TZVPD basis set",
  "species": ["O", "C", "C", "C", "C", "C", "C", "Br", "N", "N", "C", "C", "C", "F", "F", "C", "F", "F", "C", "F", "F", "C", "F", "F", "C", "F", "F", "C", "F", "F", "C", "F", "F", "C", "F", "F", "F", "C", "C", "F", "F", "C", "F", "F", "C", "C", "C", "C", "C", "C", "C", "C", "H", "H", "H", "H", "H", "H", "H", "H", "H", "H", "H", "H", "H", "H", "H", "H", "H", "H", "H", "H", "H", "C", "C", "C", "O", "C", "O", "O", "H", "H", "H", "H", "H", "H", "C", "C", "C", "O", "C", "O", "O", "H", "H", "H", "H", "H", "H"],
  "xyz": [[-1.06770, -5.29208, 5.70658], [-2.33449, -4.82850, 5.16252], [-2.64047, -3.28159, 5.55301], [-1.36963, -2.31784, 5.36184], [-1.46908, -1.29936, 4.11314], [-2.31876, -1.87168, 2.87290], [-1.75100, -3.07590, 2.09365], [-0.02356, -3.92489, 2.59584], [-2.47671, -3.59534, 1.01684], [-3.60838, -3.01574, 0.67042], [-4.22194, -3.75658, -0.51525], [-3.46229, -3.19573, -1.81369], [-3.17305, -4.25902, -2.95440], [-4.38703, -4.34904, -3.73841], [-2.91640, -5.58230, -2.50724], [-2.01299, -3.88298, -4.00057], [-1.68549, -5.13814, -4.63595], [-2.47161, -3.07806, -5.09767], [-0.63256, -3.37595, -3.36199], [0.40288, -3.94544, -4.16501], [-0.51223, -4.06583, -2.09935], [-0.49153, -1.81627, -3.08407], [-0.21538, -1.67071, -1.67430], [-1.72455, -1.08750, -3.23954], [0.60551, -1.00819, -3.92570], [0.09103, 0.34363, -3.99963], [0.65762, -1.37622, -5.31088], [2.03735, -0.81124, -3.25409], [2.02583, 0.04700, -2.10490], [2.81928, -0.08201, -4.21843], [2.89108, -2.10069, -2.86474], [2.22165, -3.09875, -2.12757], [3.91638, -1.62054, -1.96591], [3.74855, -2.77819, -4.06998], [4.21318, -4.02575, -3.53640], [2.99455, -3.09878, -5.20346], [4.94940, -2.05470, -4.36413], [-4.31852, -1.88174, 1.18491], [-5.67488, -1.28426, 0.60357], [-5.70292, -1.19950, -0.83836], [-6.00618, 0.01995, 1.01476], [-6.88323, -2.24510, 1.14631], [-8.03284, -1.48299, 1.49254], [-6.36801, -3.01277, 2.23461], [-3.65607, -1.22012, 2.44163], [-4.18807, -0.00720, 3.29406], [-3.56263, 1.42189, 2.85257], [-3.09030, 2.41789, 3.96825], [-2.52024, 3.81408, 3.62919], [-2.39614, 4.31075, 2.15052], [-2.83293, 3.30928, 1.02712], [-3.41155, 1.89394, 1.39053], [-0.62408, -5.80652, 4.99741], [-3.15020, -5.49620, 5.62598], [-2.39857, -4.97065, 4.02513], [-2.85746, -3.30439, 6.68910], [-3.59950, -2.91181, 5.05244], [-1.31024, -1.65321, 6.30624], [-0.36223, -2.87354, 5.32838], [-1.78017, -0.24313, 4.42545], [-0.39007, -1.18863, 3.70503], [-5.35492, -3.67227, -0.54786], [-4.00404, -4.88572, -0.39519], [-4.06760, -2.34173, -2.30645], [-2.49506, -2.69988, -1.44806], [-7.20989, -2.92890, 0.27434], [-5.33815, 0.08859, 3.34562], [-3.86187, -0.13499, 4.39659], [-3.18208, 2.07583, 5.06561], [-2.18132, 4.53463, 4.46045], [-1.99045, 5.34077, 1.87051], [-2.72033, 3.64473, -0.06677], [-3.72119, 1.24047, 0.50894], [5.52783, 0.75602, -3.74680], [6.37224, 1.84007, -3.11453], [7.48452, 1.32437, -2.24834], [7.68684, 2.40968, -1.34581], [6.49116, 3.05850, -1.24828], [6.24480, 3.90709, -0.43976], [5.61054, 2.60774, -2.18583], [4.61359, 1.18019, -4.16365], [6.07857, 0.25095, -4.54368], [5.22189, 0.00952, -3.01115], [6.74585, 2.52374, -3.88446], [8.39367, 1.11437, -2.81063], [7.20976, 0.44007, -1.66448], [5.77191, 7.64470, -1.19046], [5.18394, 8.19898, 0.08787], [4.10169, 7.34567, 0.68289], [3.34133, 8.29984, 1.42076], [3.51058, 9.49918, 0.79104], [2.87435, 10.48426, 1.03027], [4.49305, 9.42322, -0.15120], [6.37368, 8.40347, -1.69597], [6.40028, 6.77512, -0.98344], [4.98743, 7.34614, -1.89107], [5.98041, 8.40239, 0.81175], [4.49112, 6.56963, 1.34084], [3.44550, 6.88838, -0.06445]],
  "e_tot_ha": -6660.2037,
  "total_charge": 1,
  "lumo_energy_ev": -5.24
}



{
  "formula": "C35H33BrIrN2O2Si",
  "method": "ωB97M-V with the def2-TZVPD basis set",
  "species": ["Ir", "C", "C", "C", "C", "C", "C", "C", "C", "C", "C", "H", "H", "H", "H", "H", "H", "H", "H", "H", "H", "H", "H", "H", "H", "O", "C", "N", "C", "O", "C", "C", "C", "C", "C", "C", "H", "H", "H", "H", "C", "C", "C", "C", "C", "C", "Si", "C", "C", "C", "C", "C", "C", "H", "H", "H", "H", "H", "H", "H", "H", "H", "H", "H", "Br", "C", "C", "C", "C", "C", "N", "H", "H", "H", "H"],
  "xyz": [[-0.00292, 0.36975, 0.86201], [3.54605, -0.98381, 3.99087], [3.49493, -0.93464, 2.46428], [3.69455, 0.50263, 1.97636], [2.23063, -1.55404, 1.89333], [1.44655, -2.45759, 2.61116], [0.30263, -3.03672, 2.07552], [-0.11460, -2.75459, 0.77522], [-1.21477, -3.52406, 0.11629], [0.63228, -1.81615, 0.04074], [1.80445, -1.25654, 0.58595], [4.45003, -0.48681, 4.34124], [3.57198, -2.00228, 4.37684], [2.68808, -0.46932, 4.43345], [4.33488, -1.53254, 2.09145], [2.82004, 1.12141, 2.20504], [3.86882, 0.56988, 0.90358], [4.55808, 0.94775, 2.46983], [1.73214, -2.72848, 3.61907], [-0.25735, -3.75288, 2.66564], [-0.83892, -4.51682, -0.14402], [-1.54401, -3.03192, -0.79498], [-2.07257, -3.65589, 0.77383], [0.40700, -1.68375, -1.00881], [2.41130, -0.60780, -0.03481], [2.08720, 2.52380, -0.46121], [1.38992, 1.96904, -1.28233], [0.40718, 1.02516, -0.98435], [-0.19751, 0.57565, -2.14091], [-1.07823, -0.26223, -2.17294], [0.43023, 1.28812, -3.28691], [0.18318, 1.20882, -4.63976], [0.95125, 2.02167, -5.47203], [1.92123, 2.87099, -4.95218], [2.16119, 2.94101, -3.58065], [1.39510, 2.13448, -2.76823], [-0.57088, 0.54160, -5.03578], [0.79356, 1.99231, -6.54194], [2.49996, 3.48701, -5.62741], [2.91552, 3.59838, -3.16945], [-5.07135, -3.16092, -0.02226], [-4.71203, -2.70529, 1.23677], [-3.86058, -1.61424, 1.35650], [-3.34643, -0.97236, 0.22505], [-3.72447, -1.44203, -1.03607], [-4.57997, -2.52563, -1.15646], [-2.35501, 0.56131, 0.55187], [-2.82632, 2.09958, -0.41174], [-3.19697, 3.19753, 0.37588], [-3.55694, 4.41214, -0.19298], [-3.55666, 4.55516, -1.57178], [-3.21913, 3.47240, -2.37235], [-2.86411, 2.25892, -1.80114], [-5.74180, -4.00464, -0.12277], [-5.10074, -3.18723, 2.12467], [-3.60702, -1.25196, 2.34775], [-3.34213, -0.96617, -1.92831], [-4.87016, -2.87400, -2.13935], [-2.75087, 0.92379, 1.94281], [-3.21807, 3.10165, 1.45662], [-3.84783, 5.24049, 0.44090], [-3.83528, 5.49868, -2.02275], [-3.24070, 3.56921, -3.45046], [-2.63380, 1.43028, -2.45517], [-0.36194, 0.18556, 3.42862], [-0.40710, 2.04053, 3.02245], [-0.53264, 3.06700, 3.91838], [-0.49669, 4.35408, 3.38685], [-0.35149, 4.53013, 2.02166], [-0.24391, 3.42555, 1.19461], [-0.25850, 2.18951, 1.70390], [-0.64740, 2.87397, 4.97456], [-0.58621, 5.20863, 4.04355], [-0.33078, 5.51714, 1.58384], [-0.15539, 3.50684, 0.12389]],
  "e_tot_ha": -4581.2274,
  "relative_energy_kj_mol": 0.00,
  "total_charge": 1,
  "lumo_energy_ev": -3.58
}



Q: Which formula does entry 1 have?
A: C35H33BN4O5S7Ti



Q: What is the formula in the third record?
A: C35H33BrIrN2O2Si